Density functional theory data (ωB97M-V/def2-TZVPD) for a molecular structure, C32H43ClIN8O4P2S2V in a non-equilibrium geometry.

```
94
Properties=species:S:1:pos:R:3:mulliken_charge:R:1
V 3.13 0.17 1.92 -0.036
C 4.57 3.93 2.08 -1.648
C 5.24 2.65 1.71 0.595
S 4.92 1.17 2.62 -0.460
C 6.26 2.67 0.73 0.501
C 6.49 4.06 0.16 -1.160
S 7.17 1.32 0.31 -0.316
H 3.93 3.71 2.94 0.228
H 4.04 4.24 1.19 0.385
H 5.22 4.76 2.26 0.512
H 7.01 4.72 0.89 0.266
H 5.56 4.54 -0.08 0.310
H 7.10 4.00 -0.78 0.320
C -0.14 5.18 2.44 -0.359
C 0.20 4.67 1.18 -0.676
C 0.96 3.51 1.07 -0.518
C 1.28 2.80 2.25 -0.233
C 1.02 3.39 3.53 -0.191
C 0.25 4.54 3.64 -0.585
N 1.63 1.48 2.11 0.808
N 1.68 0.63 3.18 -0.862
C 1.01 -0.55 2.92 1.229
C 0.60 -1.51 3.89 -1.036
C -0.24 -2.53 3.37 -0.362
C -0.42 -2.69 1.98 -0.882
C 0.34 -1.87 1.10 -0.483
N 1.05 -0.85 1.63 -0.016
H -0.81 6.06 2.50 0.290
H -0.18 5.12 0.26 0.337
H 1.40 3.18 0.15 0.605
H 1.36 2.88 4.44 0.332
H -0.16 4.91 4.61 0.288
H 0.89 -1.48 4.96 0.436
H -0.82 -3.24 4.01 0.293
H -1.04 -3.45 1.58 0.664
H 0.27 -1.94 0.03 0.695
Cl 4.18 -5.60 -1.40 -0.296
C 4.34 -3.95 -1.00 0.383
C 4.06 -3.06 -2.01 -0.644
C 3.68 -1.79 -1.68 -0.391
I 2.75 -0.60 -3.01 0.183
C 3.85 -1.29 -0.38 0.895
O 3.56 -0.05 -0.10 -0.671
C 4.20 -2.17 0.66 0.254
N 3.95 -1.68 1.89 0.216
C 4.11 -2.53 2.93 -0.375
C 4.63 -3.82 2.79 -0.882
C 4.71 -4.38 1.50 -0.652
C 4.52 -3.51 0.39 0.092
H 4.03 -3.37 -3.04 0.462
H 3.93 -2.10 3.90 0.449
H 4.91 -4.35 3.69 0.410
H 4.86 -5.45 1.31 0.381
C -6.39 0.62 -1.22 -1.283
N -5.03 1.00 -0.83 0.200
C -4.70 2.38 -1.21 -0.873
P -3.80 -0.09 -0.38 0.390
O -2.68 0.72 0.12 -0.889
O -3.50 -0.89 -1.78 0.421
P -2.23 -1.28 -2.67 -0.079
O -1.24 -2.05 -1.98 -0.837
N -3.10 -2.09 -3.85 0.384
C -2.34 -3.01 -4.66 -1.098
C -4.50 -1.85 -4.11 -0.921
N -1.65 0.16 -3.19 0.996
C -1.91 0.79 -4.46 -1.002
C -0.69 0.88 -2.38 -0.692
N -4.65 -1.24 0.43 0.504
C -5.77 -0.92 1.34 -1.135
C -4.12 -2.58 0.67 -0.858
H -7.10 1.09 -0.53 0.432
H -6.56 -0.46 -1.17 0.322
H -6.77 0.95 -2.19 0.411
H -5.45 2.79 -1.90 0.357
H -3.73 2.38 -1.72 0.112
H -4.60 3.00 -0.31 0.309
H -1.49 -3.39 -4.04 0.280
H -1.95 -2.50 -5.61 0.248
H -2.94 -3.88 -4.89 0.429
H -4.82 -0.82 -4.01 0.322
H -5.11 -2.43 -3.41 0.224
H -4.77 -2.20 -5.16 0.392
H -0.98 0.96 -5.04 0.281
H -2.37 1.76 -4.28 0.278
H -2.60 0.13 -5.08 0.263
H -0.66 0.47 -1.37 0.048
H -0.89 1.93 -2.34 0.437
H 0.29 0.68 -2.84 -0.249
H -5.52 -1.30 2.36 0.297
H -6.62 -1.45 0.91 0.382
H -6.00 0.14 1.27 0.332
H -3.16 -2.82 0.22 0.084
H -4.88 -3.28 0.32 0.347
H -4.02 -2.76 1.77 0.352
```

Calculated values
LUMO level (alpha / beta)   1.98 / 1.64 eV
Relative energy (zero: lowest compared OMol25 entry of this formula, charge and spin)   3.3289 eV
HOMO (alpha / beta)   -3.35 / -3.31 eV
⟨S²⟩   3.805
2S+1   4
Total charge   -1
Electronic energy   -5165.302494 a.u.
Gap between HOMO and LUMO (alpha / beta)   0.19592 / 0.18194 hartree